Record 1
C10H18F5N3O2RuSeSiTe as an isolated structure in a non-equilibrium geometry, computed with wB97M-V/def2-TZVPD.

Output
* 2S+1: 5
* DFT total energy: -115892.633 eV
* ΔE to the lowest compared entry with this formula, charge and spin: 228.68 kJ/mol
* highest occupied orbital energy (spin up / spin down): -15.6 / -16.8 eV
* gap between HOMO and LUMO (spin up / spin down): 6.6 / 7.1 eV
* charge: +2
* molecular weight: 642.98 Da

Positions of all 42 atoms, in Å:
H: 0.98579 -4.50148 -0.37396
H: -0.24679 -0.37073 -2.69616
F: 0.57050 1.09739 1.94800
H: -1.44322 0.87213 -3.13823
F: 2.83813 -1.30442 3.94209
C: 1.16992 -4.20051 0.66180
H: 1.88626 -4.89143 1.11356
C: 0.20423 1.80807 -0.66169
H: -4.02553 -0.35522 -2.21061
H: -1.77075 -0.18202 1.80958
H: -3.33109 -0.85764 1.33268
H: -3.74436 1.35605 -1.89648
C: -1.30341 -0.09477 -2.66227
F: 0.48263 -1.29713 2.65025
H: 3.03458 0.38578 -1.39192
N: -1.08796 1.59535 -0.42269
F: 2.95394 1.61661 3.09632
H: -0.80829 -2.31615 -1.31960
C: -3.76631 0.36728 -1.44818
C: 2.77240 2.52525 -1.21223
C: 2.34342 1.19418 -1.17635
H: 2.63067 -2.87605 0.52536
Se: -1.87531 3.14866 -0.02136
N: -0.43135 3.99501 -0.27762
H: 0.23890 -4.22045 1.22958
H: -1.86686 -0.83107 -3.23227
H: 2.22450 4.57974 -0.84042
H: 3.79998 2.73524 -1.46286
H: -3.10879 0.88750 1.34330
Si: -1.97787 -0.08308 -0.75749
N: 1.09793 0.83362 -0.87936
C: 0.57499 3.19757 -0.60815
O: 2.77373 -0.41689 1.29935
C: -0.88168 -1.69577 -0.42790
H: -4.51514 0.33291 -0.66913
C: -2.61750 -0.06054 1.13059
F: 1.04335 0.50313 4.36818
Te: 2.02429 -0.01265 2.85098
Ru: 0.86434 -0.85366 0.25825
C: 1.90885 3.54782 -0.88543
O: 1.67626 -2.87202 0.72105
H: -1.29737 -2.28561 0.39144

Cartesian forces (eV/Å) of the 2 atoms listed first:
H 0.01 0.07 0.15
H -0.15 0.04 0.18

Record 2
A 3-piece molecular cluster, C4H10N2O2 overall in a non-equilibrium geometry, computed with wB97M-V/def2-TZVPD.

Output
* DFT total energy: -11384.189 eV
* ΔE to the lowest compared entry with this formula, charge and spin: 261.86 kJ/mol
* highest occupied orbital energy: -8.1 eV
* gap between HOMO and LUMO: 8.6 eV
* SMILES: Cc1cnc[nH]1.O.O
* molecular weight: 118.14 Da

Positions of all 18 atoms, in Å:
H: -1.18454 -1.70025 1.39050
N: -0.11191 0.33688 -1.92219
C: -0.25648 -0.06123 0.34465
O: 2.56258 -1.33831 -0.31261
H: 3.17028 -1.30292 0.39931
C: 0.73474 1.22676 -1.20840
O: -2.64489 1.98989 -0.35589
H: 1.39739 1.26388 0.85010
H: -1.84635 1.62043 -0.71035
H: 2.71100 -2.13762 -0.77696
H: -1.48799 -1.12285 -1.20806
C: -0.71325 -0.46177 -0.96219
C: -0.50020 -0.88198 1.53961
H: -3.21247 1.34353 0.05410
H: 0.33419 -1.38154 2.06797
H: -1.03870 -0.24727 2.27632
N: 0.65524 1.00120 0.23644
H: 1.43134 1.85317 -1.70234

Cartesian forces (eV/Å) of the 2 atoms listed first:
H -0.35 -0.18 -0.73
N 2.29 2.71 2.90

Record 3
One molecule with the formula C4H9N3 in a non-equilibrium geometry, computed with wB97M-V/def2-TZVPD.

Output
* DFT total energy: -8763.006 eV
* ΔE to the lowest compared entry with this formula, charge and spin: 146.60 kJ/mol
* highest occupied orbital energy: -7.8 eV
* gap between HOMO and LUMO: 8.7 eV
* SMILES: C=N/C=C(\N)CN
* molecular weight: 99.14 Da

Positions of all 16 atoms, in Å:
C: 0.08597 0.67129 0.14545
N: -2.15953 -1.02028 -0.70674
C: 0.96084 2.61217 1.02859
N: 1.59127 -1.11968 -0.26763
H: -2.49072 -0.55279 0.12974
C: -0.83843 -1.55977 -0.51236
C: 0.34441 -0.57005 -0.32859
H: 1.82605 3.20151 1.29342
H: -0.89852 1.12356 0.03163
H: 2.35615 -0.49312 -0.06841
H: -2.16258 -0.35241 -1.46990
H: -0.57864 -2.14282 -1.40234
N: 1.14055 1.46850 0.51868
H: -0.03659 3.04123 1.17904
H: 1.73178 -2.04759 0.09852
H: -0.87200 -2.25975 0.33092

Cartesian forces (eV/Å) of the 2 atoms listed first:
C -0.29 0.13 -1.30
N -0.14 0.22 0.10

Record 4
C21H19Cl2CuN2O2STe as an isolated structure, computed with wB97M-V/def2-TZVPD.

Output
* DFT total energy: -116972.902 eV
* ΔE to the lowest compared entry with this formula, charge and spin: 0.00 kJ/mol
* highest occupied orbital energy: -0.4 eV
* gap between HOMO and LUMO: 4.9 eV
* charge: -2
* molecular weight: 625.51 Da

Positions of all 49 atoms, in Å:
Cu: -1.93260 0.64219 -1.07540
C: 7.18461 -3.05591 0.24183
H: 1.46723 -3.24489 -0.11428
C: 5.70792 -1.06957 -0.25527
C: -4.96278 0.22098 -2.90607
O: -1.00921 2.48266 -0.74707
C: -1.95468 4.45198 4.17219
C: 2.20056 -3.29833 0.69260
H: 4.72286 -4.12513 0.72813
H: 2.47967 -4.34158 0.86863
H: 7.72747 -3.02479 -0.70767
H: -2.72547 0.81031 3.17083
H: 1.68831 -2.90308 1.57283
H: -3.18900 1.59581 5.49736
H: -1.72462 5.47732 4.43723
Cl: -4.63594 1.37821 -1.64584
C: -4.41473 -1.57210 -4.32979
H: 6.60255 -0.50430 -0.51381
C: -2.52771 1.82604 3.47802
H: 7.08201 -4.10407 0.53042
H: -6.91725 1.03423 -3.09607
H: -7.58560 -0.54226 -4.91342
H: 3.46466 1.34885 -1.00344
C: -6.22747 0.28667 -3.46482
C: 5.83462 -2.39414 0.13758
C: 4.47478 1.01106 -0.78135
C: -2.49554 3.59121 5.12264
C: -3.96860 -0.70927 -3.29823
H: -2.68478 3.93933 6.13098
Te: 1.36991 -0.15047 0.03231
C: -6.59810 -0.58888 -4.47283
H: -1.27152 4.67483 2.14318
Cl: -3.33226 -2.79697 -4.95367
C: -1.69895 4.01639 2.88360
C: 3.41242 -2.47202 0.36440
C: -1.99215 2.69816 2.53984
H: 5.10272 1.13269 -1.66952
H: 4.87491 1.66205 0.00274
C: 3.28505 -1.11355 0.00092
C: -2.77580 2.28121 4.76678
C: -5.67113 -1.52619 -4.90174
H: 7.81739 -2.56774 0.98939
N: -1.75487 2.19058 1.23517
C: 4.47321 -0.42931 -0.33417
S: -2.37236 -0.85459 -2.65553
C: 4.66437 -3.07948 0.43264
O: -2.07942 0.95239 0.97732
N: -1.22229 2.99619 0.37541
H: -5.91241 -2.23272 -5.68498

Cartesian forces (eV/Å) of the 2 atoms listed first:
Cu 0.06 -0.32 -0.07
C 0.01 -0.01 -0.02

Q: The highest DFT total energy belongs to which entry?
A: C4H9N3

Q: Number 2 is which compound?
A: C4H10N2O2

Q: Among the records above, which one has the lowest molecular weight?
A: C4H9N3

Q: Among the records above, which one has the lowest molecular weight?
A: C4H9N3